{"formula": "C56H84O42", "method": "ωB97M-V/def2-TZVPD", "lumo_energy_ev": -0.137, "relative_energy_kcal_mol": 297.8, "species": ["C", "C", "C", "O", "C", "O", "O", "H", "H", "H", "H", "H", "H", "C", "C", "C", "O", "C", "O", "O", "H", "H", "H", "H", "H", "H", "C", "C", "C", "O", "C", "O", "O", "H", "H", "H", "H", "H", "H", "C", "C", "C", "O", "C", "O", "O", "H", "H", "H", "H", "H", "H", "C", "C", "C", "O", "C", "O", "O", "H", "H", "H", "H", "H", "H", "C", "C", "C", "O", "C", "O", "O", "H", "H", "H", "H", "H", "H", "C", "C", "C", "O", "C", "O", "O", "H", "H", "H", "H", "H", "H", "C", "C", "C", "O", "C", "O", "O", "H", "H", "H", "H", "H", "H", "C", "C", "C", "O", "C", "O", "O", "H", "H", "H", "H", "H", "H", "C", "C", "C", "O", "C", "O", "O", "H", "H", "H", "H", "H", "H", "C", "C", "C", "O", "C", "O", "O", "H", "H", "H", "H", "H", "H", "C", "C", "C", "O", "C", "O", "O", "H", "H", "H", "H", "H", "H", "C", "C", "C", "O", "C", "O", "O", "H", "H", "H", "H", "H", "H", "C", "C", "C", "O", "C", "O", "O", "H", "H", "H", "H", "H", "H"], "xyz": [[-1.90218, -0.28495, -5.27515], [-2.63012, 0.60015, -6.38372], [-2.25541, 2.12516, -6.15607], [-2.22034, 2.59584, -7.47353], [-2.08875, 1.54536, -8.40150], [-2.07044, 1.72101, -9.58972], [-2.10499, 0.28096, -7.72571], [-1.86729, -1.32785, -5.59016], [-2.37908, -0.07064, -4.31874], [-0.90112, 0.12455, -5.13997], [-3.68212, 0.33790, -6.49618], [-1.34094, 2.30134, -5.58968], [-3.05623, 2.75454, -5.76789], [-6.59404, -5.03709, -2.29847], [-5.91020, -5.46260, -3.62205], [-5.69823, -4.35258, -4.62388], [-4.40360, -4.52096, -5.15699], [-3.77965, -5.34732, -4.33175], [-2.60011, -5.36297, -4.26202], [-4.66124, -5.99510, -3.43254], [-6.94483, -5.98330, -1.88648], [-7.45966, -4.40151, -2.48512], [-5.95628, -4.53149, -1.57339], [-6.50892, -6.26795, -4.04754], [-5.85141, -3.42105, -4.07901], [-6.47160, -4.35824, -5.39196], [0.49496, 0.44262, 1.84367], [0.62942, 0.41765, 0.29322], [2.01335, 0.11035, -0.29754], [1.65080, -1.03813, -1.01528], [0.34345, -1.34177, -1.05358], [-0.07975, -2.32544, -1.70233], [-0.32049, -0.48580, -0.29751], [0.91306, 1.31780, 2.34102], [0.86342, -0.48687, 2.27772], [-0.56627, 0.67717, 1.92649], [0.35018, 1.43888, 0.03398], [2.64881, -0.00642, 0.58032], [2.47234, 0.89169, -0.90329], [-1.63938, 8.76026, 3.86955], [-0.93534, 7.37250, 3.92684], [-0.75025, 6.79566, 5.36700], [-1.41193, 5.57185, 5.33441], [-1.99245, 5.32057, 4.19300], [-2.69158, 4.34442, 3.98189], [-1.73566, 6.36851, 3.34698], [-0.97441, 9.29339, 4.54901], [-2.70603, 8.65664, 4.06859], [-1.57289, 9.25676, 2.90147], [0.02286, 7.32911, 3.40908], [-1.48541, 7.33556, 5.96379], [0.27269, 6.71059, 5.73371], [5.06573, -6.60259, -6.62495], [4.57519, -5.93850, -5.35344], [5.56374, -5.70407, -4.26230], [5.33946, -4.30023, -4.07730], [4.29460, -3.80398, -4.74381], [3.79399, -2.69414, -4.61212], [3.78853, -4.73625, -5.42001], [6.13383, -6.42235, -6.74648], [4.79644, -6.02922, -7.51198], [4.78415, -7.65194, -6.71260], [3.94976, -6.75000, -4.98144], [6.53711, -5.86949, -4.72412], [5.58632, -6.30930, -3.35605], [1.62277, -7.30160, -2.41264], [0.56840, -6.38449, -2.93694], [0.88352, -4.92344, -3.35210], [0.46912, -4.84166, -4.69939], [0.14260, -5.99039, -5.21939], [-0.24606, -6.15594, -6.37633], [0.30843, -6.92947, -4.22317], [2.13168, -6.97144, -1.50704], [2.39164, -7.39892, -3.17911], [1.20034, -8.28444, -2.20359], [-0.27886, -6.38559, -2.25119], [1.94247, -4.70417, -3.21555], [0.17224, -4.33174, -2.77584], [2.86674, 0.65915, -5.11270], [2.90648, 1.04557, -3.68648], [4.28192, 1.57542, -3.26645], [3.82436, 2.87290, -2.84141], [2.53677, 3.07425, -2.91720], [1.89313, 4.11523, -2.60851], [1.93428, 1.89436, -3.21834], [3.71348, -0.00309, -5.29325], [3.00814, 1.44492, -5.85475], [1.98502, 0.11093, -5.44454], [2.87722, 0.09964, -3.14567], [4.88354, 1.81267, -4.14387], [4.59978, 0.99407, -2.40096], [-5.18057, 0.39905, 6.48927], [-4.60474, 1.53928, 5.55932], [-4.89800, 1.32298, 4.00059], [-5.37355, 2.62359, 3.51573], [-5.74188, 3.30618, 4.56163], [-6.25619, 4.43879, 4.46311], [-5.32006, 2.76975, 5.70925], [-5.88611, -0.31978, 6.07262], [-5.61798, 0.60830, 7.46547], [-4.32986, -0.14991, 6.89303], [-3.53755, 1.72893, 5.67433], [-5.74511, 0.64851, 3.87573], [-4.09369, 0.81362, 3.46980], [-1.63511, 4.23785, -1.72328], [-2.82691, 3.71654, -0.83141], [-3.10054, 4.52783, 0.54411], [-4.26791, 5.35401, 0.31725], [-4.62644, 5.06047, -0.98524], [-5.54628, 5.64368, -1.50647], [-3.98959, 3.99837, -1.47587], [-1.28443, 5.23354, -1.45177], [-1.82088, 4.24545, -2.79731], [-0.78869, 3.56188, -1.60195], [-2.67418, 2.67632, -0.54382], [-2.15554, 4.94265, 0.89482], [-3.31055, 3.71151, 1.23522], [2.23885, 1.79491, 8.62995], [1.18959, 2.74935, 7.96600], [1.65959, 3.98978, 7.38950], [1.23949, 3.83881, 6.01570], [0.68499, 2.75836, 5.79224], [0.13819, 2.49000, 4.73169], [0.83525, 1.89131, 6.84638], [2.20588, 0.70667, 8.57754], [2.27300, 1.90839, 9.71349], [3.15048, 2.07122, 8.10015], [0.54917, 3.00735, 8.80945], [2.72319, 4.21609, 7.46457], [1.00192, 4.78997, 7.72900], [-2.07801, -1.52729, 3.75506], [-1.15534, -2.07665, 4.83708], [-1.52869, -3.32112, 5.49967], [-0.33617, -4.12003, 5.45439], [0.56795, -3.51544, 4.74132], [1.65941, -3.97180, 4.50563], [0.08095, -2.37401, 4.20951], [-1.56011, -1.00832, 2.94848], [-2.69236, -0.74957, 4.20872], [-2.84632, -2.21656, 3.40475], [-1.03523, -1.20147, 5.47562], [-2.41993, -3.74519, 5.03713], [-1.93501, -3.19319, 6.50298], [4.40356, -2.77319, -0.85651], [5.74125, -2.29346, -0.59840], [6.31819, -1.42702, -1.73704], [6.53179, -0.16687, -1.11499], [6.19357, -0.16304, 0.22333], [6.27381, 0.90043, 0.90374], [5.59986, -1.37952, 0.38175], [3.86371, -2.75759, 0.09027], [4.31581, -3.73613, -1.35965], [3.90796, -1.98678, -1.42576], [6.30862, -3.17699, -0.30587], [5.66541, -1.34204, -2.60580], [7.19868, -1.81408, -2.24990], [6.44821, 3.88285, 3.04501], [5.19803, 3.80797, 3.95504], [5.49151, 4.54998, 5.19999], [4.34540, 5.40511, 5.36722], [3.62277, 5.37544, 4.29970], [2.85768, 6.29345, 3.99343], [4.07583, 4.39752, 3.41534], [6.74558, 4.82130, 2.57706], [6.20448, 3.34001, 2.13177], [7.29025, 3.42405, 3.56325], [5.16155, 2.72031, 4.01645], [6.40923, 5.13440, 5.13410], [5.75092, 3.78703, 5.93396], [-3.07991, -3.10349, -1.66727], [-4.25987, -2.04517, -1.58012], [-3.94304, -0.61417, -1.05709], [-4.41864, 0.15456, -2.09245], [-4.79614, -0.48714, -3.18301], [-5.15599, -0.00490, -4.27170], [-4.61332, -1.85241, -3.02285], [-3.53947, -3.96386, -2.15373], [-2.51406, -3.34185, -0.76665], [-2.44500, -2.85760, -2.51846], [-5.12097, -2.42403, -1.02960], [-2.89421, -0.40512, -0.84641], [-4.44412, -0.37835, -0.11827]], "forces_ev_per_a": [[-0.590, 1.469, -1.489], [1.706, -0.820, 1.338], [-1.960, -1.077, -0.524], [1.183, -1.153, -2.621], [-0.577, -0.277, 0.327], [0.302, -0.525, 1.912], [0.149, 3.386, -0.186], [-0.135, 0.037, 0.434], [-0.342, -0.510, -0.059], [0.243, -0.280, -0.308], [-0.087, 0.535, 0.653], [0.225, -0.234, -0.261], [-0.071, -0.575, 0.860], [0.131, -0.769, -0.624], [-2.101, 0.075, 0.165], [-2.085, 0.891, 0.011], [-1.141, -0.083, 0.145], [0.474, 0.235, 1.519], [0.655, -1.155, 0.294], [3.224, 0.376, -0.897], [-0.114, 0.238, 0.493], [-0.031, -0.044, -0.172], [0.262, -0.077, -0.256], [-0.353, 0.043, -0.121], [0.763, 0.321, -0.354], [0.320, -0.162, -0.292], [-0.408, -0.102, -1.479], [0.112, 3.051, 1.625], [-1.814, 0.350, 1.350], [1.734, -1.530, -1.304], [-0.153, -3.159, -1.992], [1.061, 3.716, 2.471], [-0.147, 0.041, 0.148], [0.648, -0.069, -0.389], [-0.444, 0.036, 0.312], [-0.236, -0.756, 0.704], [-0.320, -0.093, -0.559], [0.497, -0.997, -0.339], [-0.438, -0.146, -0.370], [1.418, -1.298, -0.354], [0.252, -0.150, 0.119], [-1.508, 1.745, -0.369], [0.797, -2.121, 1.272], [-1.445, -0.708, -1.379], [1.363, 1.859, -0.108], [-1.244, -1.650, -0.876], [-0.861, 0.768, 0.379], [0.227, 0.178, 0.752], [0.244, -0.319, -0.120], [0.015, 0.452, -0.117], [1.038, 0.894, 0.814], [-0.227, 0.085, -0.022], [0.973, 1.869, -1.134], [-2.000, -3.204, 0.476], [1.257, 1.329, -1.396], [2.164, 1.136, 2.312], [-0.597, 3.052, 2.294], [1.657, -1.522, -0.097], [-1.581, -3.272, -3.429], [0.436, -0.711, 0.452], [-1.007, -0.247, -0.069], [0.123, 0.292, 0.003], [-0.968, 0.536, 0.221], [0.410, 0.445, 0.325], [-0.853, 0.399, 0.168], [1.073, 0.029, 0.508], [0.367, 0.471, -0.962], [-0.842, -0.886, 1.299], [0.716, 2.016, -0.280], [-1.237, -1.278, -1.609], [1.306, -0.142, 3.332], [-1.495, -1.254, -1.711], [-0.218, 0.241, 0.169], [0.067, -0.170, -0.035], [-0.006, 0.026, -0.134], [-0.470, -0.216, -0.471], [-0.123, 0.508, -0.183], [0.852, 0.652, -0.077], [-0.050, -0.237, -1.841], [1.593, -3.625, -0.204], [-2.510, 1.573, -0.364], [1.889, 1.919, 0.831], [-3.495, 2.999, 1.945], [2.788, -3.958, -1.399], [-0.889, 1.435, -0.092], [-0.019, -0.266, 0.144], [-0.066, 0.578, 0.283], [-0.133, -0.017, 0.388], [-0.890, -0.201, 0.137], [0.707, -0.790, 0.524], [1.016, 0.447, -0.378], [1.211, -0.013, 0.292], [-1.836, -0.419, -1.629], [-0.837, -0.624, 1.060], [1.306, -2.709, -0.761], [-0.742, 5.554, 0.180], [1.090, -3.798, 0.725], [-0.325, -0.005, 1.276], [0.180, 0.247, -0.657], [-0.290, 1.360, -0.281], [0.325, -0.466, -0.581], [-0.099, 0.006, 0.445], [-0.185, -0.051, 0.196], [0.294, 1.080, -0.347], [0.113, -0.760, 0.889], [2.314, 2.496, 1.406], [0.896, -2.311, -0.474], [2.300, -1.148, -1.344], [-2.875, 1.422, 0.859], [1.499, -0.899, 0.146], [-2.128, -0.222, -1.746], [-0.205, 0.038, 0.147], [-0.549, -0.117, 0.122], [0.203, 0.091, 0.112], [-0.444, -0.165, -0.538], [-0.538, 1.083, -0.032], [-0.580, 0.496, 0.482], [0.906, 1.145, 0.410], [1.591, -5.051, 2.611], [-0.431, 1.816, -1.349], [2.881, 5.217, 0.630], [-2.920, -5.039, -3.176], [0.771, -0.203, 1.718], [-1.870, 1.663, -0.051], [-1.078, 0.098, -0.892], [0.530, 0.741, 0.013], [0.595, -0.179, 0.653], [-1.574, -0.657, -0.822], [-0.101, 0.039, -0.159], [0.709, 0.394, 0.290], [-1.322, 0.409, 0.416], [-0.047, 2.872, -1.876], [-1.479, -1.044, 1.146], [-2.149, -0.775, 1.551], [2.438, -0.169, -1.907], [-0.972, 0.686, 0.311], [0.878, -0.154, 0.263], [0.181, -0.483, 0.061], [0.007, 0.213, 0.197], [0.447, -0.437, -0.418], [0.579, -0.341, 0.589], [0.547, -0.848, -0.745], [0.889, 0.060, 0.435], [-2.722, 0.057, -0.611], [1.466, -1.055, -2.386], [0.370, -0.700, -0.660], [0.863, 0.844, 0.370], [-0.404, 2.900, -1.234], [-0.530, -5.475, -2.105], [0.420, 3.218, 5.438], [-0.045, -0.626, 0.059], [0.083, 0.149, -0.005], [-0.394, -0.364, -0.374], [0.920, 0.477, 0.279], [-0.737, 0.356, 0.361], [0.625, 0.128, 0.775], [-0.750, -0.084, -1.404], [3.165, -0.652, -1.872], [0.725, -0.354, 0.785], [1.501, -0.906, 2.847], [-1.396, 2.875, -4.053], [1.029, -3.045, 0.834], [-2.067, 1.254, 0.410], [-0.157, 0.658, 0.912], [0.248, -0.722, 0.162], [-0.004, -0.056, -0.127], [-1.138, -0.039, 0.698], [-0.359, 0.539, -0.207], [-0.963, 0.483, 1.042], [-1.604, 0.657, -1.076], [1.964, -1.137, -0.606], [0.435, -1.889, 0.494], [-0.758, 2.726, -1.034], [-0.395, -0.725, -3.993], [1.015, -1.177, 3.920], [-0.358, 1.720, 2.118], [-0.192, -0.586, 0.899], [-0.262, 0.124, -0.113], [0.488, 0.795, 0.547], [-0.103, -0.183, -0.330], [0.238, -0.179, -0.533], [-0.480, -0.040, -0.176]]}